# 1
The following is a DFT calculation (ωB97M-V/def2-TZVPD) of a cluster of 10 separate species, C28H76O10 in total at a distorted geometry.

Calculated values
HOMO-LUMO gap, eV: 9.5
SMILES: CC(C)O.CC(C)O.CC(C)O.CC(C)O.CC(C)O.CC(C)O.CC(C)O.CC(C)O.CC(C)O.CO
Spin multiplicity: 1
DFT total energy, eV: -50733.4741
E_HOMO, eV: -9.250
LUMO energy, Eh: 0.0108
ΔE to the lowest compared entry with this formula, charge and spin, kJ/mol: 987.81

Structure (XYZ):
```
114
Properties=species:S:1:pos:R:3:lowdin_charge:R:1
C -27.147 2.239 -23.599 -0.17
O -28.244 2.509 -22.785 -0.10
H -27.319 1.331 -24.165 0.08
H -26.210 2.151 -22.989 0.07
H -27.008 3.138 -24.243 0.10
H -28.423 1.870 -22.136 0.02
C -28.954 -1.867 -21.932 -0.02
C -29.570 -2.600 -20.785 -0.63
C -29.521 -4.086 -21.030 -0.01
O -29.130 -2.396 -19.621 0.01
H -29.606 -1.960 -22.792 0.09
H -27.959 -2.310 -22.179 0.07
H -28.789 -0.764 -21.626 0.10
H -30.542 -2.141 -20.806 0.14
H -30.034 -4.525 -21.853 0.08
H -29.827 -4.655 -20.157 0.06
H -28.462 -4.441 -21.061 0.07
H -29.259 -1.483 -19.469 0.06
C -26.410 -4.112 -24.950 -0.01
C -25.386 -4.697 -23.988 -0.64
C -25.850 -4.566 -22.521 -0.04
O -25.062 -5.883 -24.174 0.04
H -25.927 -4.130 -25.908 0.08
H -26.667 -3.119 -24.567 0.07
H -27.294 -4.700 -25.022 0.07
H -24.496 -4.078 -23.975 0.13
H -25.210 -5.042 -21.854 0.05
H -26.874 -4.988 -22.462 0.09
H -25.819 -3.535 -22.177 0.04
H -24.173 -5.996 -23.840 0.13
C -32.542 -6.212 -15.506 -0.03
C -31.467 -6.919 -16.437 -0.59
C -31.727 -6.585 -17.931 -0.05
O -30.286 -6.653 -16.116 0.02
H -33.538 -6.298 -15.991 0.08
H -32.412 -5.109 -15.496 0.05
H -32.460 -6.546 -14.479 0.07
H -31.667 -7.984 -16.427 0.13
H -32.005 -5.522 -18.135 0.07
H -32.613 -7.161 -18.378 0.10
H -30.966 -6.816 -18.633 0.04
H -30.061 -5.792 -16.445 0.07
C -23.755 0.587 -21.674 -0.02
C -24.425 -0.728 -21.950 -0.65
C -25.663 -0.543 -22.823 -0.02
O -23.656 -1.544 -22.497 0.03
H -23.876 1.291 -22.499 0.08
H -22.685 0.441 -21.441 0.10
H -24.282 1.057 -20.840 0.05
H -24.681 -1.253 -21.026 0.11
H -26.494 -0.102 -22.294 0.06
H -25.929 -1.481 -23.284 0.05
H -25.389 0.009 -23.693 0.08
H -23.095 -1.824 -21.779 0.12
C -29.467 2.145 -17.395 -0.02
C -30.247 0.999 -18.010 -0.68
C -31.398 1.488 -18.820 -0.03
O -29.569 0.206 -18.679 -0.02
H -29.988 2.410 -16.478 0.09
H -29.496 3.003 -18.051 0.07
H -28.423 1.816 -17.159 0.10
H -30.549 0.397 -17.139 0.14
H -31.900 2.224 -18.219 0.07
H -32.067 0.703 -19.302 0.11
H -30.937 2.103 -19.607 0.08
H -28.869 0.750 -19.076 0.07
C -26.132 2.758 -18.872 -0.01
C -26.720 1.787 -19.893 -0.58
C -26.541 0.346 -19.346 -0.02
O -27.950 1.938 -20.050 -0.03
H -25.069 2.951 -19.107 0.09
H -26.103 2.380 -17.832 0.09
H -26.634 3.645 -18.820 0.05
H -26.189 1.806 -20.841 0.11
H -27.010 -0.323 -20.001 0.05
H -26.877 0.140 -18.371 0.07
H -25.518 0.047 -19.400 0.07
H -28.113 2.892 -20.233 0.16
C -31.855 -2.443 -17.266 -0.02
C -30.476 -2.905 -16.855 -0.63
C -30.199 -3.104 -15.342 0.00
O -30.076 -3.937 -17.436 -0.01
H -32.080 -1.455 -16.837 0.08
H -32.634 -3.178 -17.035 0.07
H -31.839 -2.196 -18.359 0.09
H -29.861 -2.084 -17.253 0.12
H -29.222 -3.516 -15.194 0.07
H -30.938 -3.706 -14.833 0.05
H -30.379 -2.146 -14.793 0.09
H -29.675 -3.659 -18.235 0.05
C -26.870 -2.676 -17.353 0.00
C -25.599 -3.011 -18.050 -0.63
C -25.873 -3.354 -19.509 -0.03
O -24.650 -2.206 -18.038 0.04
H -27.444 -3.581 -17.402 0.07
H -27.350 -1.865 -17.783 0.04
H -26.689 -2.376 -16.347 0.09
H -25.214 -3.820 -17.514 0.11
H -26.427 -2.553 -20.018 0.07
H -26.581 -4.158 -19.551 0.05
H -24.983 -3.470 -20.169 0.09
H -24.015 -2.516 -18.670 0.10
C -26.056 -6.924 -17.468 -0.03
C -26.733 -7.150 -18.772 -0.61
C -28.084 -6.449 -18.656 -0.03
O -26.151 -6.633 -19.773 0.02
H -26.466 -7.483 -16.659 0.08
H -25.949 -5.848 -17.360 0.07
H -25.014 -7.244 -17.451 0.08
H -26.919 -8.182 -18.905 0.13
H -28.589 -6.510 -19.634 0.09
H -27.985 -5.431 -18.316 0.06
H -28.684 -6.870 -17.893 0.06
H -26.561 -7.006 -20.553 0.12
```

---

# 2
The following is a DFT calculation (ωB97M-V/def2-TZVPD) of a structure of composition C28H76O12Zr at a distorted geometry.

Calculated values
HOMO-LUMO gap, eV: 8.5
Spin multiplicity: 1
DFT total energy, eV: -56115.7032
E_HOMO, eV: -8.715
LUMO energy, Eh: -0.0085
ΔE to the lowest compared entry with this formula, charge and spin, kJ/mol: 450.15

Structure (XYZ):
```
117
Properties=species:S:1:pos:R:3:lowdin_charge:R:1
Zr 1.939 -3.147 1.584 2.02
C -1.454 -0.248 0.657 -0.04
C 0.041 -0.444 0.352 -0.55
C 0.821 0.821 0.319 -0.07
O 0.622 -1.455 1.124 -0.35
H -1.909 0.531 0.045 0.06
H -1.665 -0.058 1.710 0.07
H -2.067 -1.090 0.335 0.05
H 0.167 -0.724 -0.694 0.12
H 1.858 0.633 0.042 0.08
H 0.844 1.325 1.285 0.07
H 0.485 1.622 -0.339 0.06
C 4.823 0.157 2.972 -0.05
C 3.859 -0.944 3.527 -0.54
C 2.741 -0.303 4.302 -0.07
O 3.426 -1.950 2.635 -0.40
H 5.588 -0.282 2.331 0.08
H 5.420 0.621 3.758 0.07
H 4.312 1.050 2.612 0.07
H 4.574 -1.499 4.135 0.12
H 3.048 0.403 5.074 0.08
H 2.076 -1.033 4.762 0.06
H 2.107 0.263 3.619 0.07
C -1.418 -6.013 0.514 -0.10
C -0.209 -5.452 -0.105 -0.54
C -0.707 -4.378 -1.093 -0.06
O 0.673 -4.832 0.830 -0.40
H -1.228 -6.924 1.080 0.08
H -2.118 -6.288 -0.275 0.08
H -1.944 -5.336 1.188 0.07
H 0.234 -6.275 -0.665 0.13
H 0.049 -3.777 -1.597 0.05
H -1.405 -3.622 -0.733 0.07
H -1.403 -4.928 -1.726 0.07
C 2.627 -3.524 -2.861 -0.04
C 3.561 -2.963 -1.684 -0.48
C 3.881 -1.494 -1.907 -0.08
O 3.031 -3.056 -0.350 -0.42
H 3.102 -3.735 -3.819 0.07
H 1.728 -2.914 -2.951 0.05
H 2.143 -4.469 -2.610 0.06
H 4.458 -3.576 -1.592 0.12
H 2.987 -0.873 -1.958 0.07
H 4.346 -1.461 -2.893 0.07
H 4.623 -1.121 -1.201 0.08
C -0.837 -2.127 4.317 -0.06
C -0.592 -3.403 3.591 -0.24
O 0.852 -3.491 3.464 -0.24
H -0.087 -1.380 4.056 0.06
H -0.816 -2.410 5.370 0.09
H -1.804 -1.719 4.022 0.09
H -1.154 -3.425 2.658 0.11
H -0.744 -4.311 4.174 0.13
H 1.093 -3.686 4.373 0.12
C -0.261 2.382 5.482 -0.08
C -0.953 1.705 4.276 -0.30
O -2.238 1.187 4.633 -0.09
H -0.195 1.666 6.301 0.08
H -0.638 3.383 5.688 0.07
H 0.748 2.726 5.254 0.06
H -0.319 0.874 3.965 0.08
H -1.100 2.409 3.457 0.10
H -2.845 1.869 4.930 0.08
C 3.062 4.978 0.037 -0.06
C 1.983 5.143 -1.079 -0.28
O 2.714 5.542 -2.205 -0.09
H 3.972 4.481 -0.299 0.06
H 2.737 4.302 0.828 0.06
H 3.317 5.916 0.530 0.07
H 1.188 5.865 -0.891 0.11
H 1.444 4.199 -1.160 0.09
H 2.280 6.336 -2.524 0.11
C -0.335 1.183 -3.580 -0.04
C -0.391 -0.027 -4.575 -0.32
O -1.442 0.118 -5.461 -0.07
H -1.273 1.485 -3.112 0.06
H 0.074 1.951 -4.236 0.07
H 0.305 0.833 -2.770 0.05
H -0.603 -0.956 -4.046 0.09
H 0.584 -0.270 -4.997 0.11
H -1.216 0.708 -6.184 0.10
C -5.021 -0.588 1.261 -0.07
C -5.977 -1.302 0.321 -0.29
O -7.252 -0.594 0.196 -0.10
H -4.149 -1.216 1.440 0.06
H -5.432 -0.580 2.271 0.07
H -4.808 0.417 0.895 0.08
H -6.413 -2.296 0.426 0.11
H -5.571 -1.526 -0.666 0.07
H -7.389 -0.361 -0.725 0.07
C 4.469 1.920 -3.615 -0.09
C 3.462 2.732 -2.821 -0.32
O 2.747 3.470 -3.822 -0.09
H 4.001 1.001 -3.967 0.06
H 5.311 1.594 -3.005 0.07
H 4.852 2.495 -4.458 0.08
H 4.030 3.196 -2.015 0.09
H 2.769 2.082 -2.286 0.09
H 2.653 4.327 -3.398 0.02
C -1.878 3.844 -0.348 -0.08
C -3.045 4.798 -0.350 -0.37
O -2.979 5.649 0.713 -0.05
H -0.958 4.244 -0.774 0.05
H -2.185 2.917 -0.832 0.06
H -1.541 3.550 0.647 0.07
H -3.908 4.131 -0.336 0.11
H -3.122 5.394 -1.259 0.12
H -3.509 6.427 0.524 0.09
C -3.735 -1.636 -3.151 -0.08
C -4.035 -0.233 -2.820 -0.38
O -3.927 0.555 -3.947 -0.05
H -4.485 -1.881 -3.904 0.09
H -3.995 -2.225 -2.272 0.06
H -2.689 -1.895 -3.313 0.07
H -3.403 0.028 -1.970 0.10
H -5.039 -0.185 -2.400 0.10
H -3.028 0.475 -4.275 0.04
```

---

> What is the ΔE to the lowest compared entry with this formula, charge and spin in the first record?

987.81 kJ/mol

---

> Among the records above, which one has the lowest E_HOMO?

C28H76O10

---

> Among the records above, which one has the lowest LUMO energy?

C28H76O12Zr